1.
117
Properties=species:S:1:pos:R:3:mulliken_charge:R:1 method="wB97M-V/def2-TZVPD" mol_weight_g_mol=898.02 homo_ev=-7.600 fmax_ev_per_a=1.75 homo_lumo_gap_ev=8.039 total_charge=0
Ca 0.412 -1.052 -0.098 2.96
C -0.748 2.076 -2.469 -0.98
C -0.699 0.983 -3.507 1.43
C -1.533 1.027 -4.621 -1.01
C -1.492 0.029 -5.583 -0.99
C -0.602 -1.024 -5.431 -1.02
C 0.249 -1.094 -4.331 1.47
C 1.203 -2.249 -4.183 -1.07
C 0.199 -0.081 -3.365 -1.08
N 0.995 -0.147 -2.183 0.48
C 2.315 0.060 -2.358 -0.70
O 2.943 0.241 -3.403 -0.77
C 3.106 0.111 -1.048 -0.18
C 4.376 0.650 -0.994 -0.65
C 4.992 0.755 0.248 -1.07
C 4.338 0.322 1.395 -0.75
C 3.078 -0.225 1.259 -0.50
N 2.491 -0.325 0.059 1.94
C 2.276 -0.700 2.472 -1.13
O 2.865 -0.744 3.552 -0.75
N 0.993 -1.004 2.185 1.06
C 0.121 -1.228 3.289 -1.12
C -0.220 -0.185 4.172 1.73
C 0.470 1.150 4.115 -1.59
C -1.203 -0.408 5.134 -0.88
C -1.828 -1.640 5.264 -1.19
C -1.452 -2.674 4.423 -0.40
C -0.488 -2.481 3.436 0.55
C -0.090 -3.641 2.557 -0.77
H -1.576 2.759 -2.669 0.54
H 0.182 2.650 -2.442 0.29
H -0.864 1.683 -1.458 -0.23
H -2.224 1.857 -4.729 0.38
H -2.149 0.070 -6.445 0.38
H -0.561 -1.811 -6.177 0.40
H 1.027 -2.996 -4.958 0.46
H 1.078 -2.731 -3.212 -0.08
H 2.237 -1.900 -4.252 0.28
H 4.834 0.989 -1.914 0.64
H 5.979 1.196 0.324 0.47
H 4.763 0.398 2.385 0.63
H 0.626 1.501 3.094 0.04
H 1.459 1.079 4.572 0.44
H -0.112 1.899 4.656 0.43
H -1.471 0.405 5.802 0.41
H -2.588 -1.796 6.021 0.39
H -1.912 -3.652 4.523 0.44
H -0.718 -4.509 2.762 0.46
H 0.952 -3.925 2.733 0.32
H -0.173 -3.427 1.492 -0.12
C 2.048 5.227 -1.751 -0.95
N 1.237 5.456 -0.567 0.42
C 0.988 4.538 0.407 -0.20
Se 1.574 2.815 0.524 -0.41
N 0.172 5.165 1.295 0.10
C -0.101 6.474 0.908 0.24
C -0.859 7.484 1.474 -0.84
C -0.915 8.692 0.789 -0.45
C -0.230 8.876 -0.414 -0.64
C 0.536 7.858 -0.971 -0.58
C 0.581 6.657 -0.286 0.71
H 2.296 4.170 -1.791 0.22
H 2.965 5.813 -1.704 0.33
H 1.483 5.506 -2.640 0.36
H -0.140 4.696 2.127 0.20
H -1.388 7.339 2.408 0.41
H -1.500 9.506 1.198 0.39
H -0.295 9.831 -0.922 0.38
H 1.071 7.999 -1.902 0.43
O 1.716 -5.282 -1.049 -0.58
C 1.925 -3.997 -0.877 -0.73
O 1.013 -3.223 -0.646 -0.55
C 3.368 -3.546 -0.945 1.04
N 4.198 -4.647 -1.447 -0.58
C 5.341 -4.842 -0.530 -0.72
C 4.747 -4.469 0.817 -0.81
C 3.900 -3.241 0.476 0.53
H 3.398 -2.658 -1.576 0.27
H 4.473 -4.508 -2.409 0.24
H 2.623 -5.628 -1.266 0.43
H 6.170 -4.171 -0.775 0.30
H 5.701 -5.868 -0.583 0.44
H 5.507 -4.249 1.565 0.42
H 4.124 -5.283 1.195 0.30
H 4.526 -2.348 0.436 0.07
H 3.099 -3.044 1.189 -0.49
C -2.992 -1.480 -2.425 -1.75
C -3.584 -0.640 -1.280 0.91
C -5.100 -0.839 -1.257 -1.82
P -2.615 -0.925 0.267 1.33
C -3.243 -2.440 1.122 2.11
C -4.610 -2.365 1.801 -1.66
C -3.116 -3.693 0.247 -1.85
C -2.982 0.422 1.487 1.04
C -1.869 1.473 1.438 -1.22
C -4.342 1.113 1.396 -1.92
H -3.370 -1.126 -3.387 0.51
H -3.277 -2.529 -2.319 0.26
H -1.906 -1.428 -2.481 0.28
H -3.367 0.413 -1.504 0.45
H -5.346 -1.897 -1.145 0.26
H -5.512 -0.518 -2.219 0.49
H -5.611 -0.286 -0.473 0.32
H -2.508 -2.528 1.927 -1.48
H -5.428 -2.279 1.086 0.25
H -4.675 -1.531 2.501 0.31
H -4.773 -3.279 2.380 0.48
H -3.909 -3.735 -0.503 0.35
H -3.206 -4.591 0.866 0.46
H -2.158 -3.749 -0.276 0.28
H -2.906 -0.093 2.451 0.00
H -1.914 2.059 0.514 0.30
H -0.870 1.039 1.510 -0.16
H -1.965 2.166 2.281 0.57
H -4.474 1.599 0.426 0.34
H -4.401 1.894 2.161 0.46
H -5.180 0.436 1.553 0.38

2.
129
Properties=species:S:1:pos:R:3:mulliken_charge:R:1 method="wB97M-V/def2-TZVPD" mol_weight_g_mol=1062.10 multiplicity=3 homo_ev="-0.837 / -2.346" fmax_ev_per_a=1.02 homo_lumo_gap_ev="4.603 / 6.112" total_charge=-2
Ti 0.527 0.131 -0.257 0.30
C -3.584 0.494 -3.235 -1.86
C -2.424 -0.509 -3.282 0.80
C -1.238 0.134 -3.978 0.21
C -2.265 -1.172 -1.920 -0.60
C -3.186 -2.177 -1.585 -1.59
C -2.954 -2.436 -0.259 -0.68
N -1.948 -1.657 0.156 0.33
N -1.488 -0.881 -0.868 1.29
B -1.609 -1.551 1.672 -1.15
N -1.460 -0.114 2.133 -0.36
C -2.243 0.485 3.038 -1.28
C -1.815 1.784 3.185 -0.70
C -0.742 1.903 2.288 -0.59
N -0.539 0.751 1.654 1.68
C 0.103 3.138 2.123 2.39
C -0.742 4.358 1.750 -1.39
C 0.852 3.425 3.429 -1.86
N -0.383 -2.395 2.123 2.19
C -0.246 -3.714 1.927 -0.47
C 0.799 -4.158 2.718 -1.58
C 1.239 -2.998 3.384 0.65
N 0.520 -1.948 3.017 -0.80
C 2.291 -2.880 4.454 0.31
C 1.704 -2.250 5.717 -1.45
C 3.522 -2.101 3.991 -1.01
H -3.795 0.866 -4.241 0.44
H -3.331 1.344 -2.607 0.38
H -4.490 0.035 -2.835 0.39
H -2.764 -1.337 -3.919 0.52
H -0.873 1.002 -3.428 -0.94
H -1.548 0.460 -4.974 0.67
H -0.400 -0.543 -4.098 -0.63
H -3.925 -2.616 -2.233 0.55
H -3.446 -3.094 0.435 0.52
H -2.582 -2.004 2.238 -0.26
H -3.034 -0.067 3.515 0.52
H -2.224 2.545 3.825 0.49
H 0.820 2.962 1.319 -0.81
H -1.509 4.545 2.506 0.19
H -1.237 4.233 0.790 0.20
H -0.104 5.242 1.690 0.44
H 0.140 3.629 4.233 0.36
H 1.493 4.301 3.309 0.45
H 1.478 2.583 3.727 0.32
H -0.889 -4.236 1.239 0.61
H 1.194 -5.158 2.799 0.38
H 2.603 -3.904 4.696 0.30
H 1.342 -1.247 5.491 0.19
H 2.458 -2.179 6.506 0.44
H 0.860 -2.831 6.093 0.36
H 3.888 -2.452 3.028 0.20
H 3.282 -1.046 3.859 -0.12
H 4.326 -2.183 4.727 0.52
C 0.175 5.618 -2.205 -0.65
Si -1.389 4.848 -2.863 0.63
C -2.479 6.292 -3.431 -1.40
C -1.039 3.838 -4.402 -0.84
C -2.440 3.889 -1.630 1.28
C -3.751 4.242 -1.361 -0.14
C -4.517 3.500 -0.460 -1.25
C -3.909 2.410 0.135 -0.52
N -2.660 2.026 -0.102 0.54
C -1.925 2.741 -0.964 -0.50
S -0.269 2.324 -1.287 -0.38
H 0.537 6.366 -2.914 0.37
H 0.952 4.868 -2.061 -0.04
H 0.003 6.111 -1.246 0.26
H -1.924 6.895 -4.153 0.29
H -2.761 6.944 -2.601 0.32
H -3.395 5.950 -3.919 0.33
H -0.791 4.497 -5.238 0.47
H -1.907 3.236 -4.679 0.22
H -0.198 3.168 -4.231 0.12
H -4.187 5.110 -1.843 0.31
H -5.540 3.765 -0.225 0.37
H -4.459 1.792 0.842 0.40
C -0.193 -4.210 -4.030 -0.99
C 1.044 -3.409 -4.275 1.22
C 1.985 -3.655 -5.232 -1.35
C 3.104 -2.773 -5.263 0.95
N 3.211 -1.690 -4.534 -0.46
C 2.185 -1.352 -3.665 -0.06
S 2.066 0.074 -2.878 -0.31
N 1.226 -2.335 -3.472 1.77
C 4.270 -3.105 -6.156 -1.46
H -0.222 -5.088 -4.673 0.43
H -1.066 -3.583 -4.228 0.14
H -0.239 -4.503 -2.979 0.12
H 1.891 -4.490 -5.911 0.38
H 0.555 -2.170 -2.723 -1.47
H 3.952 -3.656 -7.043 0.43
H 4.979 -3.732 -5.608 0.25
H 4.779 -2.189 -6.447 0.36
O -0.157 -3.371 -1.265 -0.79
C 0.981 -3.141 -0.846 -1.01
C 2.048 -4.226 -0.897 -0.91
C 3.317 -3.468 -0.585 -1.01
C 2.803 -2.110 -0.113 -0.65
O 3.540 -1.285 0.375 -0.56
N 1.440 -1.961 -0.361 2.69
H 2.018 -4.715 -1.873 0.31
H 1.792 -4.965 -0.137 0.41
H 3.936 -3.286 -1.468 0.18
H 3.949 -3.902 0.190 0.39
N 8.673 -0.625 -1.949 -0.65
C 7.634 0.330 -1.903 1.32
C 7.792 1.509 -1.183 -0.74
C 6.765 2.442 -1.134 -0.30
C 5.584 2.213 -1.819 -0.73
C 5.431 1.049 -2.563 -0.27
C 6.450 0.116 -2.605 -0.93
S 4.223 3.356 -1.703 1.32
O 3.875 3.723 -3.054 -0.83
O 4.687 4.406 -0.812 -0.72
N 3.038 2.512 -1.116 0.01
C 3.091 2.055 0.126 -0.47
S 4.288 2.533 1.323 -0.34
C 3.576 1.450 2.464 -0.32
C 2.504 0.855 1.917 -1.40
N 2.207 1.195 0.613 1.45
H 9.233 -0.627 -1.108 0.21
H 8.327 -1.556 -2.133 0.24
H 8.712 1.682 -0.636 0.26
H 6.862 3.349 -0.552 0.48
H 4.501 0.863 -3.088 0.44
H 6.313 -0.800 -3.169 0.30
H 3.971 1.324 3.456 0.41
H 1.871 0.125 2.409 0.59